Here is the molecule C5H10O from the Open Molecules 2025 dataset. Energies are from ωB97M-V with the def2-TZVPD basis set.

Structure (ORCA input):
```
! RIJCOSX wB97M-V def2-TZVPD def2/J DEFGRID3
* xyz 0 1
C 1.897 -0.126 0.414
C 0.858 0.520 -0.501
C -0.589 0.081 -0.280
C -0.846 -1.198 0.485
C -1.660 1.083 -0.321
O -1.405 0.247 -1.440
H 1.963 -1.205 0.243
H 1.670 0.033 1.473
H 2.887 0.298 0.219
H 1.100 0.288 -1.544
H 0.919 1.611 -0.408
H -0.257 -2.029 0.082
H -0.589 -1.084 1.544
H -1.903 -1.468 0.411
H -1.406 2.134 -0.462
H -2.606 0.902 0.193
*
```

Values from the calculation:
**ΔE to the lowest compared entry with this formula, charge and spin**: 1.1970 eV
**HOMO energy**: -10.06 eV
**Energy**: -271.70863 Eh
**Gap between HOMO and LUMO**: 11.0772 eV


Here is the molecule C5H10O from the Open Molecules 2025 dataset. Energies are from ωB97M-V with the def2-TZVPD basis set.

Structure (ORCA input):
```
! RIJCOSX wB97M-V def2-TZVPD def2/J DEFGRID3
* xyz 0 1
C -1.175 -1.879 1.119
C -1.102 -0.920 -0.064
C 0.257 -0.238 -0.122
O 1.212 -0.726 0.447
C 0.416 1.054 -0.914
C 1.523 1.920 -0.316
H -2.120 -2.428 1.142
H -0.352 -2.595 1.076
H -1.062 -1.327 2.058
H -1.896 -0.164 -0.030
H -1.245 -1.456 -1.015
H -0.535 1.597 -0.973
H 0.670 0.768 -1.945
H 2.430 1.324 -0.192
H 1.746 2.785 -0.946
H 1.231 2.284 0.675
*
```

Values from the calculation:
**ΔE to the lowest compared entry with this formula, charge and spin**: 0.0727 eV
**HOMO energy**: -9.58 eV
**Energy**: -271.74994 Eh
**Gap between HOMO and LUMO**: 10.5347 eV


Here is a cluster of 2 separate species, C5H10O in total at a distorted geometry from the Open Molecules 2025 dataset. Energies are from ωB97M-V with the def2-TZVPD basis set.

Structure (ORCA input):
```
! RIJCOSX wB97M-V def2-TZVPD def2/J DEFGRID3
* xyz 0 1
C -0.123 0.683 -1.082
C 0.000 0.080 0.154
C 1.323 -0.224 0.656
C 1.766 0.031 1.893
C 2.872 -0.843 2.350
H -1.157 0.936 -1.366
H 0.652 0.898 -1.790
H -0.793 0.075 0.830
H 2.139 -0.336 -0.004
H 1.897 1.139 2.061
H 3.086 -0.669 3.432
H 2.770 -1.836 2.286
H 3.595 -0.603 1.592
O -6.247 0.583 -3.592
H -5.804 -0.074 -2.984
H -5.978 0.158 -4.438
*
```

Values from the calculation:
**ΔE to the lowest compared entry with this formula, charge and spin**: 4.6364 eV
**HOMO energy**: -7.55 eV
**Energy**: -271.58223 Eh
**Gap between HOMO and LUMO**: 7.4520 eV


Here is a cluster of 2 separate species, C5H10O in total from the Open Molecules 2025 dataset. Energies are from ωB97M-V with the def2-TZVPD basis set.

Structure (ORCA input):
```
! RIJCOSX wB97M-V def2-TZVPD def2/J DEFGRID3
* xyz 0 1
C 0.296 -1.434 -1.176
C 0.992 -0.924 -0.164
C 0.992 0.515 0.277
C -0.032 1.391 -0.441
C -1.465 0.985 -0.165
O -1.857 0.573 0.900
H 0.335 -2.492 -1.418
H -0.349 -0.823 -1.806
H 1.622 -1.589 0.427
H 0.803 0.555 1.357
H 1.996 0.936 0.129
H 0.064 2.429 -0.095
H 0.139 1.409 -1.523
H -2.178 1.112 -1.009
H -0.871 -1.053 2.182
H -0.485 -1.590 2.525
*
```

Values from the calculation:
**ΔE to the lowest compared entry with this formula, charge and spin**: 2.0223 eV
**HOMO energy**: -9.82 eV
**Energy**: -271.67830 Eh
**Gap between HOMO and LUMO**: 10.8405 eV


Here is the molecule C5H10O at a distorted geometry from the Open Molecules 2025 dataset. Energies are from ωB97M-V with the def2-TZVPD basis set.

Structure (ORCA input):
```
! RIJCOSX wB97M-V def2-TZVPD def2/J DEFGRID3
* xyz 0 1
C 1.807 -0.085 0.460
O 0.558 0.025 1.039
C -0.570 0.216 0.207
C -0.562 1.699 -0.324
C -0.935 -0.843 -0.783
C -0.999 -1.383 0.581
H 2.412 -0.656 1.171
H 1.774 -0.619 -0.501
H 2.205 0.920 0.328
H -1.458 2.047 -0.849
H -0.302 2.447 0.436
H 0.250 1.766 -1.086
H -1.943 -0.699 -1.172
H -0.225 -1.197 -1.524
H -0.151 -2.055 0.833
H -1.860 -1.584 1.183
*
```

Values from the calculation:
**ΔE to the lowest compared entry with this formula, charge and spin**: 4.5539 eV
**HOMO energy**: -8.10 eV
**Energy**: -271.58526 Eh
**Gap between HOMO and LUMO**: 9.1031 eV


Here is the molecule C5H10O from the Open Molecules 2025 dataset. Energies are from ωB97M-V with the def2-TZVPD basis set.

Structure (ORCA input):
```
! RIJCOSX wB97M-V def2-TZVPD def2/J DEFGRID3
* xyz 0 1
C 0.012 2.034 -0.308
C -0.451 0.765 0.403
C 0.368 -0.497 0.068
C 0.019 -1.660 0.996
C 0.171 -0.915 -1.378
O 0.401 -0.221 -2.340
H -0.066 1.932 -1.393
H -0.592 2.893 0.006
H 1.059 2.256 -0.071
H -0.396 0.913 1.490
H -1.509 0.572 0.174
H 1.434 -0.247 0.171
H -1.058 -1.868 0.965
H 0.545 -2.578 0.709
H 0.284 -1.432 2.033
H -0.219 -1.948 -1.525
*
```

Values from the calculation:
**ΔE to the lowest compared entry with this formula, charge and spin**: 0.3949 eV
**HOMO energy**: -9.66 eV
**Energy**: -271.73810 Eh
**Gap between HOMO and LUMO**: 10.6534 eV


Here is the molecule C5H10O at a distorted geometry from the Open Molecules 2025 dataset. Energies are from ωB97M-V with the def2-TZVPD basis set.

Structure (ORCA input):
```
! RIJCOSX wB97M-V def2-TZVPD def2/J DEFGRID3
* xyz 0 1
C 0.387 1.649 0.253
C 0.096 0.436 -0.234
C -1.350 0.130 -0.528
C -2.147 -0.686 0.498
O 0.889 -0.675 -0.560
C 2.151 -0.688 0.302
H 1.481 1.899 0.509
H -0.359 2.456 0.316
H -1.566 -0.258 -1.515
H -1.768 1.130 -0.533
H -3.226 -0.755 0.267
H -2.130 -0.309 1.499
H -1.826 -1.753 0.633
H 1.869 -0.561 1.422
H 2.571 -1.634 0.100
H 3.017 0.141 0.035
*
```

Values from the calculation:
**ΔE to the lowest compared entry with this formula, charge and spin**: 2.0732 eV
**HOMO energy**: -9.02 eV
**Energy**: -271.67643 Eh
**Gap between HOMO and LUMO**: 10.0229 eV


Here is the molecule C5H10O from the Open Molecules 2025 dataset. Energies are from ωB97M-V with the def2-TZVPD basis set.

Structure (ORCA input):
```
! RIJCOSX wB97M-V def2-TZVPD def2/J DEFGRID3
* xyz 0 1
C 0.453 -1.304 1.267
C 1.278 -0.849 0.060
C 0.816 0.507 -0.539
C -0.555 0.275 -1.081
C -1.639 0.868 -0.246
O -1.510 1.968 -1.179
H -0.584 -1.533 0.987
H 0.429 -0.527 2.043
H 0.883 -2.210 1.711
H 1.244 -1.616 -0.725
H 2.330 -0.737 0.352
H 1.512 0.770 -1.346
H 0.875 1.284 0.245
H -1.513 1.454 -2.035
H -2.626 0.391 -0.265
H -1.394 1.258 0.750
*
```

Values from the calculation:
**ΔE to the lowest compared entry with this formula, charge and spin**: 4.1929 eV
**HOMO energy**: -8.56 eV
**Energy**: -271.59853 Eh
**Gap between HOMO and LUMO**: 9.0873 eV


Here is a structure of composition C5H10O at a distorted geometry from the Open Molecules 2025 dataset. Energies are from ωB97M-V with the def2-TZVPD basis set.

Structure (ORCA input):
```
! RIJCOSX wB97M-V def2-TZVPD def2/J DEFGRID3
* xyz 0 1
C 1.981 0.109 0.461
C 0.757 0.619 -0.270
C -0.060 -0.419 -1.037
C -1.503 -0.009 -0.721
C -1.434 0.763 0.584
O -0.195 1.128 0.747
H 2.448 0.908 1.046
H 2.716 -0.271 -0.256
H 1.702 -0.705 1.139
H 1.004 1.485 -0.894
H 0.175 -0.414 -2.105
H 0.137 -1.424 -0.643
H -2.220 -0.834 -0.678
H -1.895 0.712 -1.456
H -1.704 -1.195 2.116
H -1.909 -0.453 1.968
*
```

Values from the calculation:
**ΔE to the lowest compared entry with this formula, charge and spin**: 3.4869 eV
**HOMO energy**: -8.26 eV
**Energy**: -271.62447 Eh
**Gap between HOMO and LUMO**: 9.2242 eV


Here is the molecule C5H10O at a distorted geometry from the Open Molecules 2025 dataset. Energies are from ωB97M-V with the def2-TZVPD basis set.

Structure (ORCA input):
```
! RIJCOSX wB97M-V def2-TZVPD def2/J DEFGRID3
* xyz 0 1
C -1.203 1.778 0.125
C -0.760 0.297 0.167
C 0.402 -0.049 1.170
C 0.833 -1.317 0.561
O 1.056 -0.867 -0.868
C -0.182 -0.047 -1.194
H -0.106 2.109 0.267
H -1.615 2.074 -0.923
H -1.858 2.143 0.997
H -1.602 -0.354 0.342
H 1.240 0.710 1.054
H 0.016 -0.116 2.224
H -0.008 -2.187 0.637
H 1.860 -1.944 0.939
H 0.157 0.939 -1.809
H -1.076 -0.414 -1.752
*
```

Values from the calculation:
**ΔE to the lowest compared entry with this formula, charge and spin**: 2.5828 eV
**HOMO energy**: -9.81 eV
**Energy**: -271.65770 Eh
**Gap between HOMO and LUMO**: 10.9080 eV